The following is a quantum chemistry calculation of an isolated molecule of C15H22N2O4, from the Open Molecules 2025 dataset.

Energy relative to the best compared isomer or geometry (same formula, charge and spin) = 5.401 eV
LUMO level = 0.7 eV
Kohn-Sham gap = 9.5 eV
E_tot = -27078.67720 eV
HOMO energy = -8.797 eV

The geometry in XYZ format:
```
43
Properties=species:S:1:pos:R:3:forces:R:3:lowdin_charge:R:1
O -2.955618 -1.535113 -1.238710 0.00 0.00 0.00 0.057
C -2.118887 -2.145162 -0.578404 0.06 0.00 -0.06 -0.395
C -1.301037 -1.440173 0.493389 -0.07 -0.02 0.06 -0.201
C -2.120140 -1.338223 1.779397 0.00 0.00 -0.01 -0.189
O -2.426625 -2.652191 2.220411 0.00 0.00 0.00 -0.042
N -1.015297 -0.115868 -0.010449 0.02 0.00 0.01 0.119
C 0.020836 0.621549 0.459134 -0.04 0.01 0.02 -0.451
O 0.764889 0.213646 1.337275 0.02 0.00 -0.01 0.065
C 0.212565 1.969588 -0.189659 0.01 -0.02 -0.01 -0.182
C 1.580538 2.164823 -0.904224 0.03 0.03 -0.01 -0.036
C 1.707979 3.508453 -0.192280 -0.07 -0.06 0.04 -0.342
C 0.577754 3.136344 0.763354 0.00 0.01 -0.01 -0.041
C 1.878228 4.855076 -0.863293 0.00 0.06 0.02 0.009
C 2.901306 4.314108 0.068523 0.03 0.05 -0.08 -0.378
C 3.653488 4.768547 1.254404 -0.02 0.01 0.04 -0.064
C 4.362627 4.101701 0.082861 0.01 -0.08 0.00 -0.064
N -1.890398 -3.444944 -0.785175 0.11 0.03 -0.09 -0.030
C -2.545960 -4.304572 -1.743894 -0.08 -0.03 0.06 -0.107
C -2.337978 -5.671323 -1.103424 0.01 0.00 -0.01 -0.127
C -0.962296 -5.495343 -0.478438 0.00 0.01 -0.01 -0.154
O -0.892691 -4.124910 -0.061176 -0.03 -0.02 0.05 -0.051
H -0.369014 -1.961048 0.699273 0.00 0.00 0.00 0.152
H -1.520020 -0.793721 2.512685 0.00 0.00 0.00 0.125
H -3.030898 -0.769736 1.561232 0.00 0.00 0.00 0.130
H -2.887274 -2.593140 3.061458 0.00 0.00 0.00 0.089
H -1.651736 0.246717 -0.703308 0.00 0.00 0.00 0.137
H -0.622713 2.220552 -0.843996 0.01 0.01 0.00 0.141
H 2.312659 1.440187 -0.544526 0.00 0.00 0.00 0.121
H 1.567706 2.171617 -1.993524 -0.01 0.00 0.00 0.114
H -0.196513 3.882709 0.938512 0.00 0.00 0.01 0.115
H 0.951849 2.751723 1.712947 0.00 0.00 0.00 0.118
H 2.101229 4.871118 -1.923966 0.02 -0.03 0.00 0.106
H 1.250324 5.668179 -0.516474 0.00 -0.01 0.00 0.106
H 3.805154 5.830687 1.396762 0.00 0.00 -0.02 0.099
H 3.554791 4.194830 2.167603 0.01 0.00 0.00 0.100
H 4.725743 3.092380 0.233290 0.01 0.01 0.00 0.100
H 4.986244 4.718454 -0.551073 -0.02 0.03 0.01 0.099
H -3.585503 -4.002364 -1.838939 0.00 0.00 0.00 0.131
H -2.063705 -4.233534 -2.722918 -0.01 0.01 0.00 0.134
H -3.090199 -5.845242 -0.334883 0.00 0.00 0.00 0.119
H -2.364784 -6.486204 -1.823262 0.00 0.00 0.00 0.117
H -0.799956 -6.105310 0.407681 0.01 0.01 0.00 0.126
H -0.166668 -5.684870 -1.204191 0.00 0.00 -0.01 0.122
```
Positions in Å, forces in eV/Å.